1.
ORCA calculation (ωB97M-V/def2-TZVPD) on a molecular structure, C41H69BHfN6.

Multiplicity   1
E_HOMO   -12.99 eV
Total energy   -54549.6727 eV
HOMO-LUMO gap   6.4 eV
Charge   +2

XYZ file:
```
118
Properties=species:S:1:pos:R:3:forces:R:3
Hf 0.6199 0.6583 -0.0733 0.5 0.0 -0.1
C 5.1622 3.7048 1.0610 0.0 0.0 0.0
C 3.7789 3.2582 1.3875 0.0 0.0 0.1
C 2.9956 3.6767 2.4482 0.0 0.0 0.0
C 1.8106 2.9818 2.3813 0.0 0.1 0.0
N 1.8202 2.1621 1.2573 -0.3 -0.4 0.2
N 3.0879 2.3505 0.7067 -0.2 0.1 -0.3
B 3.6702 1.5354 -0.4471 0.0 0.0 0.1
N 2.9050 1.8192 -1.7468 0.1 -0.1 0.1
N 1.5666 1.5238 -1.9204 -0.3 -0.1 0.2
C 1.2811 1.8595 -3.2111 0.1 0.2 0.0
C 2.4009 2.3809 -3.8180 0.1 0.0 0.0
C 3.4126 2.3321 -2.8726 0.0 0.1 0.0
C 4.8280 2.7658 -3.0289 0.0 0.0 0.0
C -0.0470 1.6759 -3.8601 0.0 0.0 0.0
C 0.1226 0.8637 -5.1511 0.0 0.0 0.0
C -0.9172 0.9080 -2.9062 -0.1 -0.3 0.0
C -0.6618 3.0457 -4.1740 0.0 0.0 0.0
N 3.6037 0.0443 -0.0898 -0.1 0.1 0.0
N 2.3976 -0.6217 -0.1043 -0.2 -0.1 0.0
C 2.7071 -1.9550 -0.0880 0.1 0.2 0.1
C 4.0684 -2.1104 0.0122 0.1 0.0 -0.1
C 4.6085 -0.8279 -0.0051 0.0 0.0 0.0
C 6.0421 -0.4317 0.0282 0.0 0.0 0.0
C 1.6615 -3.0031 -0.1994 0.1 0.0 0.1
C 2.2098 -4.2316 -0.9325 0.0 0.0 0.0
C 1.2477 -3.3986 1.2237 -0.1 0.0 0.0
C 0.5375 -2.3863 -1.0103 -0.2 -0.2 -0.2
C 0.7564 3.1179 3.4623 0.1 0.0 -0.1
C -0.4997 3.7743 2.8653 0.2 0.6 -0.1
C 0.6260 1.7571 4.1824 -0.2 0.0 -0.2
C 1.2231 4.0957 4.5561 0.1 0.0 0.0
H 5.4659 4.4643 1.7769 0.0 0.0 0.0
H 5.2185 4.1353 0.0615 0.0 0.0 0.0
H 5.8724 2.8799 1.1146 0.0 0.0 0.0
H 3.2831 4.3942 3.1943 0.0 0.0 0.0
H 4.8030 1.8337 -0.6034 0.0 0.0 0.0
H 2.4835 2.7406 -4.8298 0.0 0.0 0.0
H 4.9628 3.1968 -4.0176 0.0 0.0 0.0
H 5.5136 1.9245 -2.9254 0.0 0.0 0.0
H 5.0986 3.5165 -2.2871 0.0 0.0 0.0
H 0.6051 -0.0960 -4.9558 0.0 0.0 0.0
H 0.7237 1.4039 -5.8822 0.0 0.0 0.0
H -0.8553 0.6744 -5.5959 0.0 0.0 0.0
H -0.5129 -0.0939 -2.7202 0.0 0.0 0.0
H -1.9168 0.7580 -3.3133 -0.1 0.0 0.0
H -1.0543 1.4599 -1.9670 0.1 -0.1 -0.1
H -0.0276 3.6142 -4.8539 0.0 0.0 0.0
H -0.8007 3.6364 -3.2657 0.0 0.0 0.0
H -1.6336 2.9127 -4.6514 0.0 0.0 0.0
H 4.6183 -3.0353 0.0465 0.0 0.0 0.0
H 6.6549 -1.3045 0.2381 0.0 0.0 0.0
H 6.2269 0.3157 0.7991 0.0 0.0 0.0
H 6.3560 -0.0159 -0.9301 0.0 0.0 0.0
H 3.0104 -4.7092 -0.3668 0.0 0.0 0.0
H 2.5926 -3.9719 -1.9209 0.0 0.0 0.0
H 1.4114 -4.9639 -1.0544 0.0 0.0 0.0
H 2.1189 -3.7518 1.7770 0.0 0.0 0.0
H 0.5121 -4.1988 1.1979 0.0 0.0 0.0
H 0.8128 -2.5582 1.7693 0.0 0.0 0.0
H 0.9142 -1.9693 -1.9506 -0.1 0.0 0.1
H -0.0115 -1.6369 -0.4185 -0.2 0.2 0.1
H -0.2482 -3.1008 -1.2517 0.0 0.0 0.1
H -0.8049 3.3514 1.9146 0.2 0.5 0.1
H -0.2803 4.8270 2.6824 0.1 0.0 0.1
H -1.3391 3.7235 3.5577 0.1 0.0 0.0
H 0.5836 0.8921 3.5183 -0.1 0.0 -0.1
H -0.2508 1.7389 4.8295 0.0 0.0 0.0
H 1.5083 1.6188 4.8089 0.0 0.0 0.0
H 1.3835 5.1014 4.1673 0.0 0.0 0.0
H 2.1307 3.7561 5.0559 0.0 0.0 0.0
H 0.4371 4.1568 5.3097 0.0 0.0 0.0
C -1.7541 -1.2087 1.4154 0.3 0.3 0.1
C -2.5249 -2.2332 0.9720 0.1 -0.1 -0.2
C -2.8556 -1.9218 -0.4651 0.1 0.2 0.0
C -2.2977 -0.7185 -0.7404 0.0 -0.1 0.1
C -1.6182 -0.0950 0.4294 0.3 0.2 -0.3
C -2.4845 1.1553 0.8673 0.0 0.0 0.0
C -2.1844 2.3192 -0.0798 -0.1 0.0 0.0
C -2.1319 1.5453 2.2884 -0.2 -0.5 0.1
C -3.9937 0.8954 0.8206 0.0 0.0 -0.1
C -3.6566 -2.6442 -1.5548 0.1 -0.1 0.0
C -3.7666 -1.7503 -2.8002 0.0 0.0 -0.1
C -5.1068 -2.9845 -1.1391 0.1 0.1 0.2
C -2.8908 -3.8995 -2.0096 -0.1 0.0 0.0
C -3.0254 -3.2468 2.0290 0.0 0.0 0.0
C -1.8699 -3.6585 2.9531 0.0 0.0 0.1
C -4.0798 -2.5095 2.8757 0.0 0.0 0.0
C -3.6571 -4.5594 1.5625 0.1 0.0 -0.1
H -1.4182 -1.1300 2.4388 0.0 0.1 0.0
H -2.5260 -0.1739 -1.6324 0.1 0.0 0.0
H -1.0927 2.5131 -0.2139 0.1 0.1 0.1
H -2.5874 3.2604 0.2968 0.0 0.0 0.0
H -2.5980 2.1484 -1.0744 0.0 0.1 0.1
H -1.0843 1.8126 2.3531 -0.1 -0.6 0.2
H -2.3137 0.7344 2.9886 -0.1 -0.1 0.0
H -2.7100 2.4076 2.6239 0.0 -0.1 -0.1
H -4.3305 0.5641 -0.1604 0.0 0.0 0.0
H -4.5196 1.8225 1.0625 0.0 0.0 0.1
H -4.2840 0.1467 1.5558 0.0 -0.1 0.0
H -4.2785 -0.8092 -2.5845 0.0 0.0 0.0
H -4.3491 -2.2749 -3.5576 0.0 0.0 0.0
H -2.7888 -1.5381 -3.2391 0.0 0.0 0.0
H -5.4235 -2.4297 -0.2549 0.0 0.0 0.0
H -5.2378 -4.0437 -0.9487 0.0 -0.2 0.2
H -5.7948 -2.7224 -1.9429 0.0 0.0 0.0
H -1.9257 -3.6198 -2.4407 -0.1 0.0 0.0
H -3.4568 -4.4264 -2.7802 0.0 0.0 0.0
H -2.7091 -4.5982 -1.1974 0.0 0.0 0.1
H -1.3191 -2.8130 3.3644 0.0 -0.1 0.0
H -1.1770 -4.3144 2.4281 0.0 0.0 0.0
H -2.2732 -4.2259 3.7929 0.0 0.0 0.0
H -3.6463 -1.6494 3.3908 0.0 0.0 0.0
H -4.4893 -3.1859 3.6287 0.0 0.0 0.0
H -4.9088 -2.1584 2.2579 0.0 0.0 0.0
H -3.0923 -5.0497 0.7747 0.1 0.0 -0.1
H -4.6816 -4.4325 1.2437 -0.2 0.1 -0.2
H -3.6778 -5.2455 2.4108 0.0 0.0 0.0
```
Positions in Å, forces in eV/Å.


2.
ORCA calculation (ωB97M-V/def2-TZVPD) on 10 unconnected molecules or ions with the total composition C41H71Cl18I2N7PS2.

Multiplicity   1
E_HOMO   -10.11 eV
Total energy   -326638.8380 eV
HOMO-LUMO gap   6.2 eV
Charge   +1

XYZ file:
```
142
Properties=species:S:1:pos:R:3:forces:R:3
C -4.0643 -2.0030 1.9109 0.0 0.3 -0.4
C -5.1009 -1.6334 0.6579 -0.5 -0.9 0.8
P -4.1634 -1.0215 -0.9220 0.0 1.1 0.0
C -4.8240 -1.9462 -2.4995 0.3 -2.3 0.3
C -5.1336 -3.5485 -2.1625 0.9 -0.6 -0.3
C -2.3256 -1.4593 -0.6409 5.0 -3.0 0.1
C -1.6883 -2.8328 -1.2697 2.5 3.2 2.4
C -0.0763 -3.1923 -1.0379 -1.5 3.1 1.7
C 0.4583 -4.5716 -1.7576 -1.2 0.8 -0.2
C 0.0384 -4.4368 -3.3656 0.7 -0.7 0.1
C 0.6403 -3.0960 -4.0921 -0.2 0.3 0.9
S -0.0618 -2.9402 -5.8624 -0.3 0.9 0.4
C -1.7628 -2.1563 -5.8356 -2.9 -0.2 0.7
S -3.1327 -3.2166 -5.8636 3.0 2.2 0.1
N -2.0790 -0.6768 -5.8261 -0.9 4.0 0.2
C -3.3925 -0.0215 -5.3509 -0.4 4.1 -0.5
C -3.3987 1.6129 -5.5335 4.2 -6.8 -1.1
N -2.0114 1.8941 -6.1312 -0.8 -6.4 0.8
C -1.2961 0.5361 -6.2879 -2.4 2.9 0.9
C 0.8199 -2.1602 -0.1306 -2.3 -1.3 -1.6
C 2.4291 -2.4976 0.1756 -0.1 -0.2 0.5
C 2.6496 -3.0639 1.7337 3.1 2.3 2.3
N 3.6515 -2.4643 2.5061 -4.7 -2.7 -3.4
N 0.1985 -0.8725 0.4499 -1.7 -1.2 -1.5
C 1.1206 0.0459 1.2794 2.3 2.2 -2.5
I 0.8362 -0.1162 3.4873 0.2 0.2 -2.2
C 2.1339 0.9716 0.6634 -2.7 -1.9 3.3
C 3.0485 1.9476 1.6315 0.1 -0.1 0.1
I 2.4559 1.0878 -1.5127 -0.4 -0.2 2.0
C -1.2740 -0.4843 0.2192 -0.5 -1.9 -0.9
C -1.9169 0.9401 0.8149 0.3 0.0 -0.7
C -1.7712 2.1026 -0.3785 -0.1 0.8 -1.3
N -1.6971 1.5215 -1.7732 0.5 0.1 0.8
N -3.0015 3.0342 -0.3775 0.5 -0.9 -0.7
N -0.4871 2.8535 -0.0509 -1.0 1.3 -0.5
H -4.6845 -2.2908 2.8861 1.5 0.7 -2.2
H -3.3625 -1.0652 2.1083 -1.6 -2.0 -0.2
H -3.3321 -2.8774 1.5864 -1.7 1.7 0.8
H -5.7969 -2.5616 0.4037 1.6 1.9 0.6
H -5.8346 -0.7527 0.9457 1.7 -1.8 -0.5
H -3.9792 -1.9592 -3.3205 -1.8 0.5 1.6
H -5.8212 -1.4491 -2.8585 2.2 -0.6 0.7
H -4.7418 -3.8093 -1.0700 -1.2 0.5 -2.3
H -4.4871 -4.2408 -2.8870 -1.4 1.5 1.4
H -6.2527 -3.8502 -2.3243 2.2 0.6 0.6
H -2.3546 -3.5484 -1.9125 1.4 1.5 1.4
H 1.5935 -4.8033 -1.5926 -2.3 0.7 -0.3
H -0.1936 -5.4647 -1.3410 1.5 1.8 -0.7
H -1.1326 -4.5540 -3.4569 2.4 0.5 0.0
H 0.5178 -5.3807 -3.8925 -1.1 2.0 0.9
H 0.3821 -2.0834 -3.5655 0.4 -2.1 -0.7
H 1.8272 -3.1529 -4.1783 -2.8 0.0 -0.2
H -4.3624 -0.5201 -4.9178 2.7 0.4 -1.1
H -4.2758 2.3518 -5.2817 2.3 -1.7 -0.9
H -0.2002 0.5190 -6.7567 -2.9 -0.3 1.3
H 2.8419 -3.3418 -0.5598 -1.4 1.9 1.5
H 3.1136 -1.5477 -0.0269 -1.6 -2.1 0.7
H 1.9749 -3.9450 2.1724 1.4 2.0 -1.2
H 3.6852 -2.8951 3.4563 -0.2 0.0 -1.0
H 3.4866 2.8976 1.0569 -1.0 -2.4 1.0
H 2.4356 2.3696 2.5455 0.9 -1.0 -2.0
H 3.9399 1.3183 2.1135 -2.0 1.3 -1.3
H -3.0781 0.8387 1.0448 2.7 -0.2 -0.5
H -1.3307 1.3309 1.7608 -1.2 -1.0 -2.0
H -2.2960 2.0283 -2.4615 1.0 -0.5 0.9
H -0.7185 1.3841 -2.1091 -1.3 0.3 0.3
H -3.8473 2.5002 -0.7413 1.6 0.5 0.7
H -2.8558 3.7766 -1.1236 0.1 -1.3 1.2
H 0.1189 2.9877 -0.8907 -1.0 -0.3 0.7
H -0.6991 3.8413 0.2757 0.1 -1.7 -0.3
Cl 2.5684 4.9127 4.9697 0.0 -0.1 -0.1
C 1.6676 3.6423 5.8340 -0.2 -0.1 0.2
C 2.5786 2.7622 6.6740 -0.3 0.2 0.2
Cl 3.6445 1.7465 5.6721 -0.2 0.1 0.1
H 1.1121 3.0573 5.0946 0.2 0.1 0.1
H 0.9440 4.1510 6.4788 0.2 -0.1 -0.1
H 1.9776 2.0824 7.2863 0.0 0.1 -0.1
H 3.2072 3.3566 7.3445 -0.1 -0.1 -0.3
Cl 3.9772 -3.8239 5.6688 0.0 -0.1 0.0
C 3.3301 -2.2115 6.0608 -0.2 0.5 0.2
C 2.9087 -2.0998 7.5169 0.3 0.2 -0.1
Cl 1.4778 -3.0952 7.8819 -0.1 -0.1 0.0
H 2.4957 -2.0067 5.3831 0.1 -0.2 0.2
H 4.1262 -1.4911 5.8478 -0.3 -0.3 0.1
H 2.6411 -1.0639 7.7481 0.1 -0.2 -0.2
H 3.7142 -2.4013 8.1939 -0.2 0.0 -0.2
Cl 3.8442 -2.1165 -3.1125 0.0 0.1 0.1
C 5.3750 -2.7338 -3.7818 0.5 -0.2 -0.2
C 5.2970 -2.9574 -5.2832 0.2 0.2 0.0
Cl 4.2167 -4.3081 -5.7076 -0.1 0.0 0.1
H 5.6308 -3.6554 -3.2501 -0.2 0.2 -0.2
H 6.1426 -1.9867 -3.5564 -0.2 -0.1 -0.1
H 6.2880 -3.2100 -5.6734 -0.2 0.0 0.2
H 4.9444 -2.0629 -5.8062 0.0 -0.2 0.2
Cl -5.6644 6.4709 -3.9919 0.3 -0.1 0.4
C -6.5653 5.2006 -3.1277 -0.1 0.0 0.0
C -5.6542 4.3204 -2.2876 -0.4 0.2 0.3
Cl -4.5883 3.3048 -3.2895 -0.5 0.0 0.4
H -7.1207 4.6155 -3.8671 0.2 0.1 0.1
H -7.2888 5.7092 -2.4829 0.2 -0.1 0.0
H -6.2552 3.6407 -1.6753 0.0 0.1 -0.2
H -5.0256 4.9148 -1.6171 -0.1 -0.1 -0.2
Cl -1.5145 8.1181 -5.5570 0.0 0.0 0.1
C -0.9384 6.5705 -6.2245 0.1 -0.3 -0.1
C -1.9653 5.4605 -6.0704 0.2 0.1 -0.4
Cl -2.1952 4.9874 -4.3690 0.3 0.2 -0.1
H 0.0049 6.3180 -5.7306 -0.3 0.1 0.0
H -0.7318 6.7413 -7.2857 -0.1 -0.1 0.2
H -1.6292 4.5664 -6.6049 0.0 0.1 0.2
H -2.9388 5.7527 -6.4765 0.3 0.1 0.2
Cl 6.0639 -0.3021 5.6903 0.5 0.1 0.0
C 6.7992 -0.4767 4.0776 0.3 -0.1 -0.5
C 7.3805 0.8315 3.5664 0.3 -0.3 0.1
Cl 6.1167 2.0293 3.1928 0.1 0.1 0.1
H 6.0377 -0.8718 3.3983 0.0 0.1 0.2
H 7.5928 -1.2247 4.1713 0.0 0.2 0.0
H 7.9336 0.6550 2.6384 -0.1 -0.1 0.2
H 8.0681 1.2778 4.2916 -0.2 -0.1 -0.1
Cl -5.2678 4.7227 -7.0822 -0.1 -0.1 0.0
C -6.6947 5.0690 -8.0903 -0.3 0.1 -0.3
C -7.2346 6.4711 -7.8597 0.1 0.0 -0.3
Cl -7.9565 6.6570 -6.2424 -0.2 0.0 -0.2
H -7.4513 4.3066 -7.8810 0.2 0.2 0.1
H -6.3796 4.9587 -9.1327 0.0 0.1 0.2
H -8.0241 6.6895 -8.5858 0.1 -0.1 0.1
H -6.4519 7.2279 -7.9717 -0.1 -0.2 0.1
Cl -3.8558 -2.5795 7.7865 0.0 0.0 0.0
C -2.4316 -3.3949 8.4785 0.3 -0.2 0.1
C -2.8164 -4.5516 9.3865 0.1 -0.1 -0.2
Cl -3.6037 -3.9981 10.8849 0.0 0.0 0.0
H -1.8367 -2.6460 9.0102 -0.2 -0.2 0.0
H -1.8388 -3.7649 7.6360 -0.1 0.0 0.2
H -1.9197 -5.1037 9.6854 -0.1 0.2 -0.1
H -3.4934 -5.2500 8.8847 0.1 0.2 0.1
Cl 9.4887 -3.4441 4.7890 0.0 0.0 -0.1
C 10.3476 -2.9927 6.2825 0.2 0.1 0.3
C 9.9584 -1.6077 6.7730 -0.1 -0.3 0.3
Cl 10.5427 -0.3209 5.6893 -0.1 0.0 -0.1
H 11.4226 -3.0648 6.0909 -0.3 0.1 0.0
H 10.0854 -3.7415 7.0366 0.0 0.2 -0.1
H 10.4053 -1.4218 7.7548 0.0 -0.1 -0.2
H 8.8731 -1.5043 6.8692 0.2 0.0 -0.1
```
Positions in Å, forces in eV/Å.


3.
ORCA calculation (ωB97M-V/def2-TZVPD) on a molecular structure, C41H72BrMgPSSi.

Multiplicity   1
E_HOMO   -5.19 eV
Total energy   -147174.3956 eV
HOMO-LUMO gap   4.6 eV

XYZ file:
```
118
Properties=species:S:1:pos:R:3:forces:R:3
Mg 0.5948 -1.9078 -0.6267 -0.4 -0.1 0.0
C 1.6523 2.3344 -4.2083 0.0 0.0 0.0
C 0.1453 2.2400 -3.9771 0.1 0.0 0.0
C -0.6165 2.5288 -5.2736 0.0 0.0 0.0
C -0.2830 0.9043 -3.4147 -0.1 0.0 0.0
C -1.3657 0.8006 -2.5766 0.1 0.1 0.1
C -1.8158 -0.4050 -2.0304 0.2 0.0 0.2
C -3.0659 -0.1252 -1.1854 -0.1 0.0 -0.1
C -4.1730 -1.1730 -1.1415 0.0 0.0 0.1
C -2.6415 0.4909 0.1499 0.0 0.1 0.0
C -1.1086 -1.6223 -2.2922 -0.4 -0.1 -0.2
C -0.1463 -1.5532 -3.3865 0.2 0.1 0.2
C 0.2633 -0.2915 -3.8306 0.1 0.1 0.1
C 0.5505 -2.5974 -4.3239 -0.1 0.0 -0.1
C -0.1565 -3.8745 -4.7865 0.0 0.0 0.0
C 2.0443 -2.7959 -4.0032 0.0 0.1 0.0
C -1.4861 -3.0369 -1.6286 0.2 -0.1 0.1
C -2.4708 -3.6719 -2.5672 0.0 0.1 0.0
C -3.4619 -4.4984 -2.1918 0.0 -0.1 0.0
C -3.7112 -4.8122 -0.8251 0.0 0.0 0.0
C -2.9396 -4.1818 0.1072 0.1 0.0 0.0
C -1.9474 -3.2122 -0.1572 0.0 0.1 0.0
P -0.9307 -2.7294 1.2234 0.0 0.1 -0.1
C 0.3617 -3.9776 1.9765 -0.1 0.0 0.0
C 0.7844 -3.5333 3.3891 0.0 0.0 0.0
C -0.2029 -5.3964 1.9462 0.1 0.0 0.0
C 1.6988 -3.9744 1.2225 0.0 -0.1 -0.1
C -2.1329 -2.3756 2.6946 0.1 0.2 -0.1
C -3.5094 -1.8887 2.2168 0.0 -0.1 0.0
C -2.4729 -3.5547 3.6261 0.0 0.0 0.1
C -1.5197 -1.2119 3.4967 0.0 0.0 0.0
H 1.9352 3.3618 -4.4433 0.0 0.0 0.0
H 1.9646 1.7112 -5.0482 0.0 0.0 0.0
H 2.2139 2.0190 -3.3279 0.0 0.0 0.0
H -0.1377 3.0024 -3.2424 0.0 0.0 0.0
H -0.3963 1.7602 -6.0174 0.0 0.0 0.0
H -0.3282 3.4968 -5.6870 0.0 0.0 0.0
H -1.6937 2.5314 -5.1052 0.0 0.0 0.0
H -1.9014 1.7086 -2.3156 0.0 0.0 0.0
H -3.5266 0.7104 -1.7235 0.0 -0.1 -0.1
H -3.9576 -2.0168 -0.5009 0.0 -0.1 0.0
H -4.3609 -1.5615 -2.1421 0.0 0.0 0.0
H -5.0885 -0.6892 -0.7888 0.0 0.0 0.0
H -2.0063 -0.1816 0.7248 0.0 0.1 0.0
H -3.5091 0.7723 0.7503 0.0 0.0 0.0
H -2.0589 1.3943 -0.0362 0.0 0.0 0.0
H 1.0391 -0.2603 -4.5870 0.0 0.0 0.0
H 0.5722 -2.0186 -5.2539 0.0 -0.1 0.0
H -0.4136 -4.5700 -3.9992 0.0 0.0 0.0
H 0.5203 -4.3828 -5.4770 0.0 0.0 0.0
H -1.0597 -3.6270 -5.3476 0.0 0.0 0.0
H 2.2196 -3.0228 -2.9564 0.0 -0.1 0.0
H 2.6115 -1.9000 -4.2698 0.0 0.0 0.0
H 2.4433 -3.6271 -4.5855 0.0 0.0 0.0
H -2.3356 -3.4490 -3.6130 0.0 0.0 -0.1
H -4.0931 -4.9274 -2.9630 0.0 0.0 0.0
H -4.4845 -5.5095 -0.5373 0.0 0.0 0.0
H -3.1028 -4.4442 1.1443 0.0 0.0 0.0
H -0.0067 -3.4590 4.1215 0.0 0.0 0.0
H 1.2957 -2.5672 3.3487 0.0 0.0 0.0
H 1.5053 -4.2625 3.7689 0.0 0.0 0.0
H -1.0551 -5.5174 2.6121 0.0 0.0 0.0
H 0.5671 -6.1104 2.2567 0.0 0.0 0.0
H -0.5168 -5.6522 0.9327 0.0 0.0 0.0
H 2.0648 -2.9471 1.0462 0.0 0.0 0.0
H 1.6602 -4.5041 0.2787 0.0 0.0 0.0
H 2.4546 -4.4515 1.8518 0.0 0.0 0.0
H -4.0968 -2.6844 1.7663 0.0 0.0 0.0
H -3.4565 -1.0785 1.5092 0.0 -0.1 0.1
H -4.0511 -1.5299 3.0975 0.0 0.0 0.0
H -3.0013 -4.3473 3.1002 0.0 0.0 0.0
H -3.1577 -3.1678 4.3867 0.0 0.0 0.0
H -1.6413 -4.0087 4.1503 0.0 0.0 0.0
H -1.4169 -0.3267 2.8652 0.0 0.0 0.0
H -0.5402 -1.4362 3.9120 0.0 0.0 0.0
H -2.1849 -0.9573 4.3276 0.0 0.0 0.0
S 0.1968 -3.9985 -1.6121 0.1 0.2 0.0
C -0.3572 4.1361 -0.2601 0.0 0.0 0.0
C 0.2822 4.3154 1.1273 0.0 0.0 0.0
C 0.7763 5.7669 1.2509 0.0 0.0 0.0
C -0.8398 4.0995 2.1531 0.0 0.0 0.0
Si 1.7263 3.0887 1.4350 0.1 0.1 0.0
Br 0.9094 1.0865 0.6939 0.0 -0.3 -0.1
C 3.2752 3.4235 0.3515 0.0 0.0 0.0
C 4.1482 4.5199 0.9857 0.0 0.0 0.0
C 2.8687 3.8846 -1.0549 0.0 0.0 0.0
C 4.1382 2.1665 0.1572 0.0 0.0 0.0
C 2.1105 2.7630 3.2872 0.0 0.0 0.0
C 3.3830 1.9162 3.4349 0.0 0.0 0.0
C 2.3227 4.0917 4.0320 0.0 0.0 0.0
C 0.9902 1.9821 3.9947 0.0 0.0 0.0
H -1.2058 4.8228 -0.3403 0.0 0.0 0.0
H -0.7364 3.1247 -0.4050 0.0 0.0 0.0
H 0.3228 4.3609 -1.0777 0.0 0.0 0.0
H -0.0770 6.4431 1.1400 0.0 0.0 0.0
H 1.4979 6.0275 0.4772 0.0 0.0 0.0
H 1.2325 5.9743 2.2197 0.0 0.0 0.0
H -1.6711 4.7673 1.9076 0.0 0.0 0.0
H -0.5283 4.3325 3.1699 0.0 0.0 0.0
H -1.2208 3.0763 2.1310 0.0 0.0 0.0
H 3.5992 5.4461 1.1607 0.0 0.0 0.0
H 4.9759 4.7525 0.3088 0.0 0.0 0.0
H 4.5842 4.2037 1.9329 0.0 0.0 0.0
H 2.3736 4.8542 -1.0539 0.0 0.0 0.0
H 2.2143 3.1619 -1.5452 0.0 0.0 0.0
H 3.7712 3.9814 -1.6665 0.0 0.0 0.0
H 4.5080 1.7467 1.0889 0.0 0.0 0.0
H 5.0072 2.4347 -0.4516 0.0 0.0 0.0
H 3.5924 1.3853 -0.3725 0.0 0.0 0.0
H 4.2752 2.4310 3.0821 0.0 0.0 0.0
H 3.2997 0.9637 2.9080 0.0 0.0 0.0
H 3.5344 1.6943 4.4956 0.0 0.0 0.0
H 3.1124 4.7010 3.5909 0.0 0.0 0.0
H 2.6114 3.8786 5.0657 0.0 0.0 0.0
H 1.4142 4.6928 4.0677 0.0 0.0 0.0
H 0.8130 1.0125 3.5292 0.0 0.0 0.0
H 0.0452 2.5176 4.0267 0.0 0.0 0.0
H 1.2991 1.8005 5.0289 0.0 0.0 0.0
```
Positions in Å, forces in eV/Å.